Record 1
A structure of composition C14H23MnN3O5S2, computed with the ωB97M-V functional and the def2-TZVPD basis.

Geometry as XYZ:
```
48
Properties=species:S:1:pos:R:3:forces:R:3
Mn 0.032 0.029 0.335 -0.843 -0.036 0.260
O -1.348 1.095 -0.777 -0.427 0.208 -0.115
N -2.659 0.849 -0.720 0.310 0.115 -0.124
C -3.484 1.786 -1.246 0.017 -0.121 0.035
C -4.835 1.603 -1.245 -0.026 -0.039 0.022
C -5.348 0.423 -0.690 -0.056 0.092 -0.051
C -4.494 -0.509 -0.166 0.157 -0.129 0.067
C -3.101 -0.304 -0.171 -0.266 0.109 -0.094
S -1.964 -1.403 0.476 -0.129 -0.090 0.005
H -2.972 2.644 -1.653 -0.019 0.013 -0.004
H -5.475 2.361 -1.670 -0.008 -0.010 0.006
H -6.414 0.245 -0.674 0.000 0.018 -0.006
H -4.860 -1.427 0.269 -0.003 0.005 0.000
C -1.046 2.548 1.855 0.086 -0.018 -0.045
O 0.193 1.951 1.460 0.160 0.072 0.080
C 1.149 2.868 0.919 -0.063 -0.024 0.116
C 0.987 2.948 -0.573 -0.073 0.005 -0.100
O 1.145 1.623 -1.050 0.339 -0.096 -0.098
C 1.033 1.531 -2.468 -0.022 0.001 0.064
H -0.863 3.246 2.674 -0.020 0.019 -0.001
H -1.686 1.740 2.201 -0.014 0.001 0.012
H -1.512 3.059 1.012 -0.027 0.005 0.019
H 2.129 2.458 1.166 0.021 0.011 -0.018
H 1.046 3.846 1.393 -0.034 0.006 -0.017
H 1.746 3.605 -1.011 0.027 -0.014 0.013
H -0.005 3.319 -0.853 -0.002 0.020 0.023
H 1.763 2.188 -2.944 0.000 0.005 -0.011
H 0.020 1.791 -2.779 0.009 0.014 -0.041
H 1.246 0.501 -2.746 -0.001 -0.007 0.004
C 0.127 -3.400 -1.432 0.252 0.171 0.162
O 1.257 -2.709 -0.804 -0.071 -0.122 -0.179
C 1.091 -1.541 -0.310 0.145 0.098 0.086
O 1.959 -0.838 0.178 0.518 -0.172 -0.084
H 0.529 -3.817 -2.348 -0.054 -0.048 -0.023
H -0.671 -2.689 -1.616 -0.047 -0.039 -0.035
H -0.189 -4.176 -0.744 -0.050 -0.034 -0.038
S -0.057 -0.799 2.890 0.355 0.045 0.159
C 1.405 -0.326 3.615 -0.023 -0.013 -0.072
N 1.559 -0.060 4.914 -0.093 -0.099 0.023
C 2.936 0.256 5.282 0.001 -0.010 -0.043
C 3.681 0.067 3.940 -0.042 -0.016 0.005
N 2.585 -0.166 3.000 -0.068 0.041 0.005
H 0.795 -0.166 5.557 0.020 0.045 0.027
H 3.300 -0.423 6.051 0.007 0.008 0.012
H 3.015 1.277 5.653 -0.012 0.011 -0.003
H 4.354 -0.789 3.969 0.003 -0.009 -0.011
H 4.253 0.950 3.662 0.011 0.002 0.011
H 2.710 -0.491 2.055 0.052 0.006 -0.003
```
Positions in Å, forces in eV/Å.

## Properties
LUMO energy (alpha / beta): -3.87 / -2.42 eV
E_HOMO (alpha / beta): -10.619 / -10.837 eV
total charge: +1
relative energy (zero: lowest compared OMol25 entry of this formula, charge and spin): 7.1 kJ/mol
2S+1: 5
orbital gap (alpha / beta): 6.753 / 8.420 eV

How positive or negative is each atom? The Mulliken charges in e answer that:
1. Mn 0.91
2. O -0.40
3. N 0.23
4. C -0.25
5. C -0.81
6. C -0.18
7. C -0.90
8. C 0.65
9. S -0.34
10. H 0.48
11. H 0.42
12. H 0.40
13. H 0.44
14. C -0.87
15. O 0.16
16. C -0.79
17. C -0.34
18. O -0.12
19. C -0.84
20. H 0.29
21. H 0.25
22. H 0.23
23. H 0.22
24. H 0.45
25. H 0.49
26. H 0.18
27. H 0.33
28. H 0.28
29. H 0.22
30. C -0.57
31. O -0.27
32. C 0.37
33. O -0.57
34. H 0.28
35. H 0.29
36. H 0.27
37. S -0.44
38. C 0.35
39. N -0.16
40. C -0.48
41. C -0.53
42. N 0.09
43. H 0.20
44. H 0.31
45. H 0.29
46. H 0.30
47. H 0.29
48. H 0.17


Record 2
A cluster of 21 separate species, H42O21 in total, computed with the ωB97M-V functional and the def2-TZVPD basis.

Geometry as XYZ:
```
63
Properties=species:S:1:pos:R:3:forces:R:3
O 0.550 -0.024 -5.067 0.293 -0.265 -0.256
H 0.155 -0.050 -5.938 -0.087 -0.035 -0.407
H 1.439 -0.355 -5.196 0.340 0.020 0.168
O 2.633 2.983 -2.983 0.678 0.264 -0.323
H 1.722 2.909 -2.701 -0.701 -0.130 0.221
H 2.961 2.083 -2.973 0.096 -0.159 0.093
O -4.672 0.812 -0.322 0.245 -0.005 0.120
H -5.087 1.625 -0.034 -0.128 0.235 0.196
H -5.047 0.645 -1.187 -0.147 -0.183 -0.295
O 1.891 -2.857 -1.040 0.422 -0.440 -0.395
H 1.566 -3.693 -0.704 -0.097 -0.277 0.057
H 1.454 -2.197 -0.502 -0.454 0.830 0.131
O -2.076 -0.129 -1.209 -0.136 0.490 -0.521
H -2.881 0.021 -0.714 -0.430 0.041 0.192
H -1.810 -1.018 -0.973 0.182 -0.792 0.268
O -0.522 -2.026 -3.036 -0.309 -0.240 -0.205
H 0.417 -1.998 -3.217 0.307 -0.098 0.198
H -0.821 -1.128 -3.178 -0.063 0.282 0.083
O -0.632 -0.849 5.270 -0.869 -0.559 0.284
H -1.039 -0.287 5.930 -0.149 -0.023 0.253
H 0.101 -0.333 4.935 0.580 0.179 -0.135
O -2.493 3.175 -0.818 0.085 0.444 0.243
H -2.684 2.296 -0.490 0.054 -0.438 0.020
H -3.084 3.287 -1.562 -0.103 0.058 -0.266
O 3.344 2.868 2.494 0.001 -0.105 0.039
H 2.793 3.235 3.186 -0.076 0.297 0.407
H 3.707 2.068 2.874 0.256 -0.218 -0.076
O -1.319 -0.530 2.056 -0.281 -0.364 -0.050
H -0.949 -0.557 2.938 0.213 -0.173 0.592
H -1.944 0.195 2.080 -0.123 0.349 -0.142
O -0.071 -4.970 1.029 0.172 0.058 -0.256
H 0.652 -5.245 1.592 0.231 -0.027 0.109
H -0.859 -5.228 1.507 -0.392 0.035 0.107
O 0.833 0.587 3.802 0.658 0.193 -0.106
H 1.680 0.881 3.467 0.206 -0.060 -0.180
H 0.213 1.252 3.503 -0.464 0.577 -0.357
O 4.693 -2.545 -1.818 0.524 0.084 -0.130
H 4.841 -2.929 -2.682 0.113 -0.074 -0.167
H 3.770 -2.721 -1.633 -0.685 0.006 0.329
O -3.182 -2.866 2.455 -0.307 -0.439 0.005
H -2.465 -2.278 2.214 0.370 0.349 -0.249
H -3.560 -2.472 3.242 -0.049 0.035 0.203
O 1.318 4.189 1.125 -0.533 0.380 0.224
H 0.965 3.695 0.385 -0.018 -0.131 -0.286
H 2.025 3.640 1.464 0.360 -0.262 -0.261
O -1.714 -3.286 -0.824 -0.602 0.098 0.305
H -1.012 -3.823 -0.456 0.233 -0.122 0.307
H -1.369 -2.984 -1.664 0.356 0.127 -0.562
O 5.397 -0.201 1.424 -0.039 -0.011 -0.060
H 5.797 0.621 1.708 0.219 0.246 -0.038
H 4.819 -0.448 2.146 -0.143 -0.238 0.122
O 0.350 -0.543 -0.087 1.198 -0.384 -0.178
H -0.256 0.040 -0.543 -0.140 0.321 -0.238
H 0.038 -0.553 0.818 -0.367 0.025 0.296
O -1.540 1.194 -4.170 -0.729 0.442 0.128
H -0.770 0.692 -4.436 0.577 -0.037 -0.030
H -2.213 0.534 -4.005 -0.322 -0.058 0.236
O 0.008 2.407 -2.125 0.795 0.171 0.381
H -0.575 3.003 -1.655 -0.385 0.126 0.194
H -0.554 1.983 -2.773 -0.504 -0.286 -0.432
O -1.401 2.466 2.879 0.088 -0.490 0.099
H -2.031 2.362 3.591 -0.234 0.004 0.273
H -1.504 3.376 2.599 0.216 0.357 -0.282
```
Positions in Å, forces in eV/Å.

## Properties
LUMO energy: -0.38 eV
E_HOMO: -10.109 eV
total charge: 0
relative energy (zero: lowest compared OMol25 entry of this formula, charge and spin): 504.9 kJ/mol
2S+1: 1
orbital gap: 9.732 eV

How positive or negative is each atom? The Mulliken charges in e answer that:
1. O -0.62
2. H 0.28
3. H 0.28
4. O -0.63
5. H 0.44
6. H 0.28
7. O -0.63
8. H 0.29
9. H 0.31
10. O -0.66
11. H 0.27
12. H 0.31
13. O -0.30
14. H 0.17
15. H 0.27
16. O -0.63
17. H 0.29
18. H 0.23
19. O -0.63
20. H 0.28
21. H 0.41
22. O -0.64
23. H 0.29
24. H 0.31
25. O -0.68
26. H 0.32
27. H 0.25
28. O -0.58
29. H 0.27
30. H 0.24
31. O -0.61
32. H 0.29
33. H 0.27
34. O -0.58
35. H 0.23
36. H 0.33
37. O -0.61
38. H 0.30
39. H 0.40
40. O -0.66
41. H 0.40
42. H 0.29
43. O -0.64
44. H 0.34
45. H 0.38
46. O -0.57
47. H 0.30
48. H 0.38
49. O -0.59
50. H 0.31
51. H 0.30
52. O -0.53
53. H 0.24
54. H 0.34
55. O -0.75
56. H 0.39
57. H 0.30
58. O -0.64
59. H 0.28
60. H 0.36
61. O -0.61
62. H 0.30
63. H 0.27


Record 3
A cluster of 2 separate species, C28H23NO6S2 in total, computed with the ωB97M-V functional and the def2-TZVPD basis.

Geometry as XYZ:
```
60
Properties=species:S:1:pos:R:3:forces:R:3
C -5.004 0.595 2.726 0.287 0.023 -0.111
C -4.520 1.907 2.606 0.080 -0.353 0.112
C -3.155 2.125 2.471 -0.192 0.022 0.027
C -2.249 1.058 2.465 -0.227 -0.094 0.403
C -0.799 1.417 2.251 -0.296 0.947 0.214
C 0.144 0.364 2.047 0.119 0.232 1.392
N 1.484 0.614 2.384 0.903 0.062 -0.556
C 2.063 1.870 2.377 -0.141 -0.644 0.414
C 3.405 2.033 2.666 0.279 -0.474 0.100
C 4.231 0.924 2.864 -0.406 0.084 -0.002
C 3.635 -0.345 2.834 0.361 0.112 0.137
C 2.288 -0.477 2.631 -0.406 0.446 -0.070
O -0.509 2.636 2.264 -0.109 -1.084 -0.041
C -2.727 -0.237 2.715 -0.020 0.427 -0.311
C -4.104 -0.477 2.770 -0.021 0.131 0.207
H -6.077 0.414 2.805 0.303 0.007 -0.062
H -5.197 2.764 2.612 0.142 -0.361 -0.004
H -2.768 3.140 2.387 -0.037 -0.341 -0.168
H -0.123 -0.664 2.301 0.113 0.587 0.001
H 1.388 2.702 2.240 -0.090 -0.234 -0.209
H 3.769 3.057 2.754 0.020 -0.359 -0.168
H 5.292 1.039 3.067 -0.205 -0.029 -0.060
H 4.212 -1.256 2.994 -0.119 0.327 -0.011
H 1.767 -1.433 2.669 0.251 0.294 -0.136
H -2.017 -1.044 2.897 -0.290 0.006 -0.251
H -4.464 -1.506 2.865 0.073 0.427 0.083
C 5.613 -2.815 -1.246 -0.538 -0.350 0.042
O 4.398 -3.581 -1.063 0.323 0.472 0.164
C 3.263 -2.889 -0.774 -0.352 0.935 -0.232
C 3.219 -1.472 -0.732 0.195 -0.867 -0.353
C 2.001 -0.841 -0.556 -0.295 0.030 0.834
C 0.818 -1.551 -0.291 1.462 -0.143 0.051
C -0.409 -0.779 -0.076 -1.810 -0.318 -1.866
C -0.930 -0.009 -1.084 0.600 -0.600 0.531
S -2.563 0.662 -1.063 0.336 0.393 -0.160
O -3.509 -0.375 -0.724 0.236 0.546 0.009
O -2.544 1.929 -0.366 -0.335 -0.673 -0.411
C -2.659 1.017 -2.822 -0.115 -0.136 -0.070
C -1.468 0.942 -3.525 0.036 -0.354 0.255
C -1.423 1.206 -4.891 -0.050 0.181 0.166
C -2.598 1.588 -5.540 0.012 -0.066 0.263
C -3.809 1.652 -4.836 0.115 -0.126 0.309
C -3.848 1.348 -3.472 0.169 0.086 0.049
S -0.047 0.355 -2.582 -0.480 0.670 -0.045
O 0.839 1.478 -2.349 -0.180 -0.653 -0.357
O 0.426 -0.856 -3.206 0.069 0.462 0.099
C 0.887 -2.967 -0.298 -0.518 0.753 0.226
C 2.070 -3.626 -0.571 0.862 0.269 -0.028
H 6.367 -3.556 -1.511 -0.072 0.164 0.038
H 5.506 -2.077 -2.053 -0.016 -0.257 0.140
H 5.905 -2.296 -0.321 -0.137 -0.166 -0.163
H 4.110 -0.859 -0.897 -0.383 -0.347 0.104
H 1.974 0.249 -0.508 0.002 -0.291 -0.154
H -1.110 -1.097 0.696 0.039 -0.013 -0.404
H -0.473 1.132 -5.413 -0.195 -0.008 -0.026
H -2.571 1.829 -6.602 -0.021 -0.084 0.238
H -4.734 1.928 -5.346 0.327 -0.086 0.112
H -4.775 1.366 -2.898 0.177 0.046 -0.246
H -0.024 -3.540 -0.109 0.266 0.107 -0.098
H 2.129 -4.712 -0.633 -0.104 0.263 0.057
```
Positions in Å, forces in eV/Å.

## Properties
LUMO energy: -0.43 eV
E_HOMO: -7.415 eV
total charge: 0
relative energy (zero: lowest compared OMol25 entry of this formula, charge and spin): 41.7 kJ/mol
2S+1: 1
orbital gap: 6.982 eV

How positive or negative is each atom? The Mulliken charges in e answer that:
1. C -0.45
2. C -0.54
3. C -0.45
4. C 0.22
5. C 0.78
6. C -1.05
7. N 0.39
8. C -0.20
9. C -0.64
10. C -0.42
11. C -0.57
12. C -0.06
13. O -0.86
14. C 0.05
15. C -0.86
16. H 0.38
17. H 0.37
18. H 0.41
19. H 0.64
20. H 0.58
21. H 0.40
22. H 0.41
23. H 0.44
24. H 0.25
25. H 0.42
26. H 0.37
27. C -0.76
28. O -0.48
29. C 0.84
30. C -1.12
31. C 0.07
32. C -0.03
33. C -0.03
34. C -1.28
35. S 1.48
36. O -0.69
37. O -0.56
38. C 0.04
39. C 0.35
40. C -0.77
41. C -0.60
42. C -0.62
43. C -0.59
44. S 1.57
45. O -0.66
46. O -0.65
47. C -0.34
48. C -0.87
49. H 0.25
50. H 0.30
51. H 0.30
52. H 0.35
53. H 0.62
54. H 1.26
55. H 0.45
56. H 0.38
57. H 0.38
58. H 0.47
59. H 0.48
60. H 0.43


Record 4
A structure of composition C5H9ClF3GaO2P, computed with the ωB97M-V functional and the def2-TZVPD basis.

Geometry as XYZ:
```
22
Properties=species:S:1:pos:R:3:forces:R:3
O 1.421 -2.991 0.201 0.023 -0.076 -0.168
P -0.051 -2.732 0.418 0.520 0.264 -0.126
Ga -0.639 -0.450 0.294 0.142 0.941 0.380
C 0.611 0.538 -0.980 -0.291 -0.627 0.204
C 2.095 0.495 -0.624 -0.378 -0.129 -0.135
C 2.539 1.430 0.446 0.282 -0.170 0.012
F 3.866 1.254 0.699 0.123 0.034 0.079
F 2.408 2.719 0.085 -0.095 0.438 -0.126
F 1.911 1.295 1.613 -0.134 -0.076 0.257
C -2.614 -0.179 -0.326 -0.178 0.001 0.213
C -2.995 1.158 0.078 0.231 1.301 -1.242
O -2.915 2.187 -0.553 -0.174 -1.182 1.101
Cl -3.649 1.213 1.784 -0.056 0.150 0.020
H -0.440 -3.251 1.685 -0.372 -0.134 -0.156
H -0.878 -3.489 -0.467 -0.072 -0.219 0.240
H -0.548 0.145 1.772 -0.083 -0.202 -0.030
H 0.510 0.021 -1.928 -0.006 -0.111 -0.340
H 0.256 1.544 -1.161 -0.064 0.374 0.072
H 2.362 -0.509 -0.323 0.185 -0.306 0.212
H 2.718 0.744 -1.475 0.221 0.110 -0.289
H -2.706 -0.249 -1.400 0.156 -0.021 -0.351
H -3.261 -0.893 0.160 0.021 -0.362 0.172
```
Positions in Å, forces in eV/Å.

## Properties
LUMO energy: 3.24 eV
E_HOMO: -5.232 eV
total charge: -1
2S+1: 1
orbital gap: 8.472 eV

How positive or negative is each atom? The Mulliken charges in e answer that:
1. O -0.68
2. P 0.33
3. Ga 0.17
4. C -0.85
5. C -0.85
6. C 0.88
7. F -0.31
8. F -0.29
9. F -0.25
10. C -0.72
11. C 0.30
12. O -0.54
13. Cl -0.26
14. H 0.01
15. H -0.01
16. H -0.22
17. H 0.35
18. H 0.51
19. H 0.31
20. H 0.34
21. H 0.33
22. H 0.46